(1)
# C4H15N2O

A cluster of 3 separate species, C4H15N2O in total at a distorted geometry (ωB97M-V/def2-TZVPD, OMol25).

Structure (XYZ):
```
22
Properties=species:S:1:pos:R:3
N -0.33 0.65 2.17
C -0.14 -0.74 1.80
C 0.73 -0.72 0.54
N 0.08 -0.03 -0.51
C 0.92 0.24 -1.62
C 0.20 1.03 -2.70
H -0.63 1.17 1.34
H 1.78 7.94 4.96
H -1.01 0.82 2.89
H 0.39 -1.26 2.60
H -1.07 -1.27 1.53
H 0.95 -1.75 0.23
H 1.70 -0.26 0.80
H -1.09 -1.24 -0.80
H 1.32 -0.69 -2.05
H 1.82 0.79 -1.28
H -0.20 1.96 -2.30
H 0.86 1.25 -3.55
H -0.61 0.42 -3.10
H 2.21 7.41 5.24
H -2.32 -2.11 -1.25
O -1.57 -2.07 -0.65
```

Results
LUMO level = -8.83 eV
Kohn-Sham gap = 5.06 eV
charge = +1
ΔE to the lowest compared entry with this formula, charge and spin = 153.20 kcal per mole
E_HOMO = -13.9 eV
energy = -9407.0189 eV


(2)
# C4H15N2O

A cluster of 2 separate species, C4H15N2O in total at a distorted geometry (ωB97M-V/def2-TZVPD, OMol25).

Structure (XYZ):
```
22
Properties=species:S:1:pos:R:3
C 0.17 2.07 0.12
C -1.22 1.53 0.44
C -1.30 0.04 0.25
C -0.88 -0.44 -1.14
N 0.53 -0.89 -1.12
N 1.24 1.06 0.19
H 0.22 2.53 -0.88
H 0.37 2.90 0.80
H -1.98 2.11 -0.06
H -1.42 1.69 1.51
H -0.84 -0.55 1.03
H -2.32 -0.31 0.43
H -1.12 0.29 -1.86
H -1.48 -1.31 -1.40
H 0.75 -1.80 -0.72
H 0.95 -0.81 -2.01
H 1.06 -0.09 -0.64
H 1.25 0.68 1.13
H 2.10 1.55 0.02
H 1.78 -2.96 1.19
H 0.35 -3.08 1.71
O 0.89 -2.64 1.05
```

Results
LUMO level = -2.79 eV
Kohn-Sham gap = 11.46 eV
charge = +1
ΔE to the lowest compared entry with this formula, charge and spin = 17.35 kcal per mole
E_HOMO = -14.2 eV
energy = -9412.9099 eV


(3)
# C4H15N2O

A cluster of 2 separate species, C4H15N2O in total at a distorted geometry (ωB97M-V/def2-TZVPD, OMol25).

Structure (XYZ):
```
22
Properties=species:S:1:pos:R:3
C 2.16 1.02 -0.60
C 0.95 -0.04 -0.47
C 0.04 0.34 0.80
C -1.42 -0.05 1.00
N -2.34 0.67 -0.07
N 0.11 -0.07 -1.59
H 2.06 2.00 -0.02
H 3.23 0.59 -0.56
H 2.04 1.76 -1.46
H 1.51 -0.95 -0.37
H 0.51 -0.19 1.61
H 0.18 1.46 1.09
H -1.65 0.10 2.09
H -1.72 -1.06 0.87
H -2.24 1.74 -0.21
H -1.89 0.31 -1.11
H -3.28 0.49 -0.36
H 0.55 0.49 -2.39
H -0.05 -1.05 -1.88
H 0.14 -2.59 1.97
H 0.47 -2.73 0.43
O 0.63 -2.25 1.23
```

Results
spin multiplicity = 2
LUMO level (alpha / beta) = -7.57 / -13.15 eV
Kohn-Sham gap (alpha / beta) = 11.71 / 6.13 eV
charge = +2
ΔE to the lowest compared entry with this formula, charge and spin = 91.84 kcal per mole
E_HOMO (alpha / beta) = -19.3 / -19.3 eV
energy = -9396.9223 eV


(4)
# C4H15N2O2

A cluster of 3 separate species, C4H15N2O2 in total at a distorted geometry (ωB97M-V/def2-TZVPD, OMol25).

Structure (XYZ):
```
23
Properties=species:S:1:pos:R:3
C -0.52 1.33 -0.64
C -0.85 0.18 -1.57
C -0.28 -1.14 -1.24
C 0.60 -1.73 -2.03
N -0.76 -1.80 -0.09
N 0.98 1.23 -0.22
H -0.61 2.35 -0.98
H -0.97 1.32 0.35
H -1.94 0.15 -1.59
H -0.73 0.44 -2.61
H 1.10 -2.66 -1.77
H 1.03 -1.25 -2.91
H -0.52 -2.78 0.00
H -1.75 -1.64 0.11
H 1.50 2.02 -0.57
H 1.03 1.17 0.81
H 1.36 0.33 -0.56
H -0.11 2.78 2.66
H -0.60 1.17 2.69
O -0.36 1.97 2.21
H 0.50 -1.18 1.45
H 0.94 -1.00 2.92
O 0.91 -0.55 2.07
```

Results
LUMO level = -2.81 eV
Kohn-Sham gap = 9.77 eV
charge = +1
ΔE to the lowest compared entry with this formula, charge and spin = 25.06 kcal per mole
E_HOMO = -12.6 eV
energy = -11460.1708 eV


(5)
# C4H15N2O2

A cluster of 3 separate species, C4H15N2O2 in total at a distorted geometry (ωB97M-V/def2-TZVPD, OMol25).

Structure (XYZ):
```
23
Properties=species:S:1:pos:R:3
N -2.29 2.80 0.50
C 0.16 -0.41 0.68
C 1.44 0.18 1.06
C 2.45 -0.95 1.35
O 3.65 -0.31 1.66
C -0.35 -0.43 -0.71
N -1.67 -1.15 -0.80
H -1.56 2.24 0.94
H -2.97 3.17 1.18
H -1.99 3.53 -0.16
H -0.44 -1.11 1.26
H 1.85 0.77 0.23
H 1.40 0.83 1.94
H 2.11 -1.57 2.18
H 2.58 -1.58 0.45
H 4.29 -0.98 1.93
H 0.35 -0.96 -1.39
H -0.50 0.56 -1.18
H -1.61 -1.87 -0.08
H -2.40 -0.55 -0.44
H -1.69 -1.02 -2.79
H -1.57 -0.74 -4.35
O -1.27 -0.46 -3.47
```

Results
spin multiplicity = 2
LUMO level (alpha / beta) = -10.65 / -13.93 eV
Kohn-Sham gap (alpha / beta) = 6.37 / 3.07 eV
charge = +2
ΔE to the lowest compared entry with this formula, charge and spin = 127.56 kcal per mole
E_HOMO (alpha / beta) = -17.0 / -17.0 eV
energy = -11443.2840 eV


(6)
# C4H15N2OS

A cluster of 2 separate species, C4H15N2OS in total at a distorted geometry (ωB97M-V/def2-TZVPD, OMol25).

Structure (XYZ):
```
23
Properties=species:S:1:pos:R:3
N -0.63 -1.21 0.04
C 0.43 -0.18 0.15
C 0.00 1.07 -0.61
S 0.05 0.63 -2.39
C 0.88 0.11 1.61
N -0.02 0.83 2.43
C 0.38 1.95 3.25
H -0.59 -1.65 -0.91
H -1.58 -0.84 0.08
H -0.53 -1.97 0.71
H 1.32 -0.59 -0.32
H -1.00 1.38 -0.31
H 0.69 1.90 -0.46
H -1.16 1.06 -2.79
H 1.08 -0.89 2.06
H 1.87 0.56 1.64
H -1.00 0.54 2.51
H -0.03 1.77 4.25
H -0.13 2.85 2.88
H 1.46 2.01 3.26
H -0.56 -3.04 -2.59
H -1.42 -4.06 -1.86
O -0.85 -3.29 -1.70
```

Results
spin multiplicity = 2
LUMO level (alpha / beta) = -7.11 / -11.42 eV
Kohn-Sham gap (alpha / beta) = 9.55 / 5.24 eV
charge = +2
ΔE to the lowest compared entry with this formula, charge and spin = 0.00 kcal per mole
E_HOMO (alpha / beta) = -16.7 / -16.7 eV
energy = -20235.8632 eV


(7)
# C4H15N2OSi

The ion C4H15N2OSi with charge +1 at a distorted geometry (ωB97M-V/def2-TZVPD, OMol25).

Structure (XYZ):
```
23
Properties=species:S:1:pos:R:3
C -1.83 2.27 0.34
C 2.52 -0.22 0.14
C 1.08 -0.32 -0.48
C -1.29 0.79 -0.10
N 3.33 -1.35 -0.35
N 0.34 0.82 0.12
O -1.58 -0.31 0.63
Si -2.48 -1.76 0.04
H -2.83 2.62 -0.10
H -1.08 3.09 0.14
H -1.83 2.23 1.47
H 3.04 0.53 -0.40
H 2.50 -0.07 1.15
H 0.54 -1.20 -0.13
H 1.13 -0.27 -1.55
H -1.50 0.68 -1.20
H 3.82 -1.73 0.42
H 2.79 -2.11 -0.61
H 0.59 0.84 1.05
H 0.73 1.77 -0.24
H -2.96 -2.35 1.31
H -3.61 -1.53 -0.93
H -1.41 -2.42 -0.72
```

Results
SMILES = C[C@@H]([NH2+]CCN)O[SiH3]
LUMO level = -2.95 eV
Kohn-Sham gap = 10.26 eV
charge = +1
ΔE to the lowest compared entry with this formula, charge and spin = 9.86 kcal per mole
E_HOMO = -13.2 eV
energy = -17288.8582 eV


(8)
# C4H15N3O

A cluster of 2 separate species, C4H15N3O in total at a distorted geometry (ωB97M-V/def2-TZVPD, OMol25).

Structure (XYZ):
```
23
Properties=species:S:1:pos:R:3
C -0.15 0.74 0.66
N -1.39 0.26 1.40
C -1.28 -1.13 1.74
N -1.37 -2.05 0.50
C -0.44 0.93 -0.87
N -0.03 -0.29 -1.66
C -0.92 -0.20 -2.97
H 0.75 -0.14 0.69
H 0.19 1.62 1.14
H -2.18 0.45 0.82
H -0.26 -1.16 2.09
H -2.10 -1.46 2.48
H -1.16 -3.09 0.85
H -2.37 -2.09 0.12
H -1.59 1.05 -0.92
H 0.01 1.81 -1.24
H -0.49 -1.12 -1.06
H -1.90 0.24 -2.86
H -0.38 0.32 -3.71
H -1.21 -1.13 -3.32
H 4.96 2.53 1.01
H 4.28 1.66 1.80
O 4.95 1.62 1.14
```

Results
SMILES = CNCCNCN.O
LUMO level = 0.86 eV
Kohn-Sham gap = 9.78 eV
charge = 0
ΔE to the lowest compared entry with this formula, charge and spin = 70.90 kcal per mole
E_HOMO = -8.9 eV
energy = -10906.4649 eV


(9)
# C4H15N3O

A structure of composition C4H15N3O at a distorted geometry (ωB97M-V/def2-TZVPD, OMol25).

Structure (XYZ):
```
23
Properties=species:S:1:pos:R:3
N 0.11 -1.19 -0.35
C -1.34 -1.31 -0.12
C -1.89 -0.59 1.10
N -3.34 -0.75 1.15
H 0.51 -0.16 -0.78
H 0.70 -0.94 0.81
H 0.60 -2.04 -0.66
H -1.87 -0.93 -1.01
H -1.59 -2.37 -0.02
H -1.53 -1.13 1.98
H -1.50 0.43 1.20
H -3.65 -0.48 2.05
H -3.80 -0.04 0.51
C 2.08 1.44 -1.80
N 1.21 1.03 -0.71
C 1.88 0.81 0.62
O 1.20 -0.07 1.47
H 2.45 2.44 -1.65
H 1.53 1.38 -2.75
H 2.92 0.73 -1.80
H 0.37 1.56 -0.62
H 2.09 1.81 1.04
H 2.84 0.36 0.36
```

Results
LUMO level = 0.84 eV
Kohn-Sham gap = 9.23 eV
charge = 0
ΔE to the lowest compared entry with this formula, charge and spin = 58.08 kcal per mole
E_HOMO = -8.4 eV
energy = -10907.0208 eV


(10)
# C4H15N3O

A cluster of 2 separate species, C4H15N3O in total (ωB97M-V/def2-TZVPD, OMol25).

Structure (XYZ):
```
23
Properties=species:S:1:pos:R:3
C -0.01 -0.29 -1.03
C -0.48 -1.66 -0.56
C 0.41 -2.32 0.49
N 1.70 -2.70 -0.06
N 0.06 0.66 0.05
C 0.41 2.02 -0.30
N 0.55 2.77 0.95
H 0.94 -0.39 -1.59
H -0.71 0.09 -1.76
H -1.50 -1.58 -0.18
H -0.51 -2.34 -1.41
H 0.48 -1.67 1.38
H -0.09 -3.20 0.86
H 2.42 -2.75 0.65
H 2.04 -2.01 -0.73
H 0.58 0.40 0.87
H -0.38 2.43 -0.94
H 1.34 2.06 -0.89
H -0.38 2.83 1.35
H 0.84 3.71 0.74
H -3.35 1.20 0.83
H -1.84 1.07 0.45
O -2.51 1.67 0.83
```

Results
SMILES = NCCCNCN.O
LUMO level = 0.93 eV
Kohn-Sham gap = 10.06 eV
charge = 0
ΔE to the lowest compared entry with this formula, charge and spin = 11.62 kcal per mole
E_HOMO = -9.1 eV
energy = -10909.0358 eV